{
  "formula": "C20H70N26O14",
  "method": "ωB97M-V/def2-TZVPD",
  "elements": ["C", "C", "C", "O", "C", "N", "H", "H", "H", "H", "H", "H", "H", "H", "H", "H", "H", "C", "C", "C", "O", "C", "N", "H", "H", "H", "H", "H", "H", "H", "H", "H", "H", "H", "C", "O", "N", "N", "H", "H", "H", "H", "C", "O", "N", "N", "H", "H", "H", "H", "C", "O", "N", "N", "H", "H", "H", "H", "C", "O", "N", "N", "H", "H", "H", "H", "C", "O", "N", "N", "H", "H", "H", "H", "C", "O", "N", "N", "H", "H", "H", "H", "C", "O", "N", "N", "H", "H", "H", "H", "C", "O", "N", "N", "H", "H", "H", "H", "C", "O", "N", "N", "H", "H", "H", "H", "C", "O", "N", "N", "H", "H", "H", "H", "C", "O", "N", "N", "H", "H", "H", "H", "C", "O", "N", "N", "H", "H", "H", "H"],
  "positions_angstrom": [[0.820, -1.397, 0.533], [0.688, 0.101, 0.868], [0.119, 0.889, -0.386], [-1.264, 0.536, -0.600], [-1.880, 1.026, -1.834], [0.037, 0.268, 2.106], [1.707, -1.434, -0.099], [-0.028, -1.807, -0.016], [0.720, -2.188, 1.277], [1.700, 0.476, 1.018], [0.701, 0.673, -1.282], [0.121, 1.974, -0.284], [-2.857, 0.543, -1.834], [-1.422, 0.823, -2.802], [-1.960, 2.112, -1.774], [-0.590, -0.507, 2.270], [0.679, -0.003, 2.837], [0.588, 3.664, -5.716], [1.554, 3.734, -4.536], [0.737, 3.678, -3.134], [0.869, 4.935, -2.468], [2.160, 5.112, -1.976], [2.591, 2.663, -4.613], [-0.055, 4.544, -5.681], [-0.124, 2.844, -5.621], [1.121, 3.678, -6.666], [1.998, 4.722, -4.659], [0.985, 2.769, -2.585], [-0.330, 3.509, -3.286], [1.954, 6.045, -1.453], [2.841, 5.435, -2.764], [2.613, 4.420, -1.267], [3.329, 2.845, -3.947], [2.135, 1.822, -4.289], [1.942, 1.207, 4.964], [2.044, 0.305, 4.207], [2.676, 2.286, 5.023], [0.987, 1.264, 5.818], [3.473, 2.507, 4.444], [2.451, 2.903, 5.791], [0.228, 0.598, 5.798], [0.892, 2.183, 6.228], [-0.790, -1.994, 4.627], [-0.483, -2.320, 3.514], [-0.025, -1.406, 5.522], [-2.031, -2.087, 5.058], [0.977, -1.530, 5.529], [-0.425, -1.257, 6.437], [-2.761, -2.193, 4.368], [-2.251, -1.774, 5.993], [-0.322, 4.059, 2.223], [-0.749, 5.165, 2.180], [-0.974, 2.962, 1.982], [0.904, 3.903, 2.609], [-0.398, 2.133, 2.005], [-1.955, 2.945, 1.741], [1.372, 4.726, 2.961], [1.033, 3.020, 3.081], [-4.565, -1.264, -3.081], [-3.382, -1.525, -3.302], [-5.417, -0.600, -3.876], [-5.135, -1.576, -1.997], [-6.355, -0.404, -3.557], [-4.963, -0.303, -4.727], [-4.563, -2.097, -1.348], [-6.109, -1.506, -1.741], [1.372, -0.851, -3.714], [2.233, -0.159, -3.222], [1.112, -2.048, -3.484], [0.834, -0.549, -4.811], [1.700, -2.658, -2.934], [0.199, -2.329, -3.814], [0.304, -1.231, -5.335], [1.149, 0.292, -5.274], [-3.252, -4.007, -0.424], [-4.136, -3.290, 0.043], [-3.114, -5.339, -0.373], [-2.292, -3.558, -1.107], [-3.698, -5.836, 0.284], [-2.254, -5.755, -0.702], [-1.384, -3.977, -1.252], [-2.383, -2.566, -1.276], [-4.140, -0.306, 2.011], [-5.055, -0.951, 2.541], [-3.885, 0.923, 2.276], [-3.438, -0.809, 0.991], [-3.330, 1.285, 1.514], [-4.559, 1.479, 2.782], [-3.444, -1.801, 0.800], [-2.649, -0.320, 0.592], [1.415, -5.317, 2.106], [2.323, -6.117, 1.784], [0.174, -5.538, 1.745], [1.655, -4.199, 2.700], [-0.020, -6.343, 1.166], [-0.575, -4.922, 2.027], [0.807, -3.715, 2.956], [2.597, -4.163, 3.063], [-5.726, 2.951, -0.721], [-5.812, 2.524, 0.401], [-6.035, 4.151, -1.159], [-5.259, 2.160, -1.644], [-6.575, 4.822, -0.633], [-5.956, 4.208, -2.165], [-5.492, 2.381, -2.601], [-4.920, 1.271, -1.303], [3.532, -3.798, -1.861], [3.361, -3.930, -3.038], [2.825, -4.100, -0.838], [4.611, -3.141, -1.452], [3.106, -3.792, 0.082], [1.949, -4.574, -1.006], [4.768, -2.859, -0.495], [5.191, -2.723, -2.165], [4.306, 1.307, -0.574], [5.078, 1.805, 0.166], [3.288, 1.964, -1.008], [4.336, 0.170, -1.096], [2.831, 1.722, -1.876], [3.348, 2.926, -0.707], [3.675, -0.178, -1.777], [5.026, -0.455, -0.704], [4.377, -1.137, 2.215], [4.842, -1.807, 1.347], [4.410, 0.101, 2.314], [3.779, -1.635, 3.274], [4.806, 0.564, 1.508], [3.821, 0.489, 3.036], [3.395, -2.562, 3.160], [3.262, -0.989, 3.852]],
  "orbital_gap_ha": 0.320,
  "largest_force_ev_per_a": 8.56,
  "e_above_lowest_kj_mol": 632.70
}

---

{
  "formula": "C20H72N14O16",
  "method": "ωB97M-V/def2-TZVPD",
  "elements": ["C", "C", "O", "H", "H", "H", "H", "H", "H", "C", "C", "O", "H", "H", "H", "H", "H", "H", "C", "C", "O", "H", "H", "H", "H", "H", "H", "C", "C", "O", "H", "H", "H", "H", "H", "H", "C", "O", "N", "N", "H", "H", "H", "H", "C", "O", "N", "N", "H", "H", "H", "H", "C", "O", "N", "N", "H", "H", "H", "H", "C", "O", "N", "N", "H", "H", "H", "H", "C", "O", "N", "N", "H", "H", "H", "H", "C", "O", "N", "N", "H", "H", "H", "H", "C", "O", "N", "N", "H", "H", "H", "H", "C", "O", "H", "H", "H", "H", "C", "O", "H", "H", "H", "H", "C", "O", "H", "H", "H", "H", "C", "O", "H", "H", "H", "H", "C", "O", "H", "H", "H", "H"],
  "positions_angstrom": [[-4.826, -0.130, -3.041], [-3.441, -0.772, -3.273], [-2.896, -0.472, -4.503], [-5.154, -0.393, -2.031], [-5.547, -0.484, -3.802], [-4.738, 0.946, -2.981], [-3.424, -1.831, -3.162], [-2.793, -0.446, -2.480], [-1.986, -0.470, -4.401], [-2.469, 1.466, 3.025], [-1.480, 2.612, 2.958], [-1.008, 2.831, 4.214], [-2.788, 1.118, 2.062], [-3.320, 1.721, 3.642], [-2.107, 0.628, 3.576], [-2.010, 3.496, 2.662], [-0.526, 2.426, 2.309], [-0.091, 3.178, 4.108], [-0.063, -2.474, 5.649], [-0.123, -1.366, 4.639], [0.084, -0.140, 5.318], [-0.759, -2.218, 6.521], [0.983, -2.502, 5.999], [-0.253, -3.438, 5.135], [-1.140, -1.316, 4.338], [0.472, -1.308, 3.723], [-0.758, 0.192, 5.720], [-0.345, -3.723, -0.938], [-1.658, -2.791, -0.959], [-2.725, -3.738, -1.430], [-0.417, -4.612, -0.337], [0.595, -3.219, -0.510], [-0.148, -4.002, -1.985], [-1.498, -2.010, -1.692], [-1.953, -2.234, -0.013], [-3.582, -3.346, -1.324], [-2.981, 3.113, -0.456], [-3.955, 3.101, 0.581], [-2.769, 1.979, -1.081], [-2.433, 4.147, -1.031], [-3.512, 1.244, -0.950], [-2.231, 2.017, -1.981], [-2.635, 5.086, -0.691], [-1.984, 4.173, -1.918], [0.809, 4.135, 0.343], [0.214, 5.326, 0.968], [2.104, 3.908, 0.402], [0.108, 3.449, -0.523], [2.714, 4.448, 0.952], [2.444, 3.090, -0.068], [-0.920, 3.709, -0.725], [0.293, 2.475, -0.773], [3.898, -0.622, -3.693], [3.146, -0.585, -2.576], [3.739, -1.503, -4.614], [4.823, 0.242, -4.021], [3.083, -2.233, -4.299], [4.336, -1.538, -5.357], [5.097, 1.095, -3.413], [5.427, 0.220, -4.864], [0.358, -0.156, 0.121], [-0.050, -0.377, 1.433], [1.494, -0.523, -0.314], [-0.439, 0.508, -0.777], [2.005, -1.214, 0.206], [1.766, -0.476, -1.280], [-1.369, 0.922, -0.531], [-0.024, 0.536, -1.715], [4.252, 1.542, 0.343], [4.573, 0.508, 1.142], [4.943, 2.600, 0.202], [3.224, 1.593, -0.436], [5.802, 2.550, 0.761], [4.688, 3.485, -0.313], [2.520, 0.849, -0.288], [3.242, 1.968, -1.341], [1.504, 2.931, -3.755], [1.903, 1.882, -3.009], [1.822, 2.977, -4.959], [0.717, 3.876, -3.210], [2.389, 2.224, -5.369], [1.284, 3.543, -5.669], [0.529, 3.761, -2.227], [0.363, 4.664, -3.777], [3.361, -3.081, 1.198], [3.414, -4.204, 1.925], [3.298, -3.043, -0.051], [3.394, -1.891, 1.705], [3.063, -3.962, -0.470], [3.366, -2.210, -0.639], [3.318, -1.877, 2.751], [3.694, -1.043, 1.300], [2.517, 1.402, 3.578], [3.718, 1.169, 4.294], [2.090, 0.464, 3.167], [2.591, 2.146, 2.799], [1.777, 1.789, 4.319], [4.301, 0.677, 3.643], [0.222, -4.239, 2.274], [-0.631, -3.119, 2.114], [0.689, -4.465, 3.282], [0.986, -4.144, 1.507], [-0.328, -5.065, 1.920], [-0.117, -2.286, 1.966], [-3.724, -3.181, 2.239], [-2.949, -2.102, 2.521], [-3.327, -4.106, 2.602], [-4.016, -3.328, 1.204], [-4.692, -2.909, 2.733], [-2.039, -2.188, 2.302], [-4.989, 0.023, 0.905], [-3.835, -0.357, 0.218], [-5.444, 0.829, 0.313], [-4.784, 0.411, 1.884], [-5.687, -0.813, 0.942], [-3.591, -1.136, 0.677], [0.353, -1.333, -3.833], [-0.174, -0.030, -3.839], [0.951, -1.444, -2.931], [0.906, -1.649, -4.721], [-0.499, -2.051, -3.585], [0.394, 0.481, -4.451]],
  "orbital_gap_ha": 0.276,
  "largest_force_ev_per_a": 9.92,
  "e_above_lowest_kj_mol": 6.18
}